No. 1
{
  "formula": "C4H17N2O3",
  "method": "ωB97M-V with the def2-TZVPD basis set",
  "species": ["C", "C", "C", "N", "C", "N", "H", "H", "H", "H", "H", "H", "H", "H", "H", "H", "H", "H", "H", "O", "H", "H", "O", "H", "H", "O"],
  "coordinates": [[1.78, -1.45, 1.63], [1.69, 0.07, 1.51], [1.70, 0.61, 0.11], [0.40, 0.65, -0.52], [0.16, 1.72, -1.37], [-0.89, 1.85, -2.28], [2.36, -1.86, 0.80], [2.04, -1.88, 2.58], [0.80, -1.84, 1.30], [0.80, 0.48, 2.01], [2.46, 0.51, 2.16], [2.14, 1.60, 0.04], [2.34, 0.01, -0.56], [-0.31, -0.06, -0.45], [0.86, 2.54, -1.38], [-0.95, 2.76, -2.69], [-1.23, 1.04, -2.77], [-3.69, -1.07, -1.41], [-2.66, -1.74, -0.48], [-2.76, -1.10, -1.19], [-1.72, 2.26, 1.06], [-1.43, 3.65, 0.91], [-1.03, 2.81, 0.64], [-0.75, -3.78, -0.66], [-1.23, -4.26, 0.75], [-0.88, -3.52, 0.25]],
  "mulliken_spin": [0.005, 0.028, -0.011, 0.074, 0.796, 0.065, -0.001, -0.001, 0.001, -0.003, -0.003, 0.018, -0.012, -0.027, 0.032, -0.002, 0.023, 0.000, 0.001, 0.003, 0.002, -0.001, 0.011, 0.000, 0.000, 0.001],
  "homo_lumo_gap_ev": [4.2, 8.5],
  "multiplicity": 2,
  "homo_energy_ev": [-3.70, -7.98],
  "e_above_lowest_kcal_mol": 0.0,
  "max_force_ha_per_bohr": 0.04349,
  "energy_ev": -13543.73933
}

No. 2
{
  "formula": "C4H17N2O5S",
  "method": "ωB97M-V with the def2-TZVPD basis set",
  "species": ["O", "C", "N", "C", "N", "C", "C", "S", "H", "H", "H", "H", "H", "H", "H", "H", "H", "H", "H", "O", "H", "H", "O", "H", "H", "O", "H", "H", "O"],
  "coordinates": [[-1.76, -1.76, 1.41], [-1.13, -0.80, 0.93], [-0.90, -0.89, -0.45], [0.16, -0.03, -1.10], [1.52, -0.47, -0.75], [-0.91, 0.52, 1.67], [-0.03, 0.36, 2.93], [1.64, 0.93, 2.78], [-0.80, -1.79, -0.84], [0.09, 1.05, -0.88], [0.05, -0.07, -2.21], [1.59, -1.46, -0.53], [1.84, -0.02, 0.12], [-0.77, 1.30, 0.95], [-1.90, 0.90, 1.97], [-0.52, 0.98, 3.71], [-0.10, -0.67, 3.30], [0.07, -3.35, 0.40], [-1.40, -3.46, 0.74], [-0.70, -3.80, 0.14], [-2.33, 0.79, -3.20], [-2.50, -0.36, -2.24], [-2.50, -0.17, -3.14], [1.14, 2.97, 0.93], [1.78, 1.79, 0.15], [1.46, 2.66, 0.01], [2.17, 0.87, -2.35], [2.16, 2.25, -1.88], [2.58, 1.72, -2.58]],
  "nbo_charge": [-0.674, 0.714, -0.670, -0.103, -0.894, -0.523, -0.542, -0.674, 0.406, 0.226, 0.193, 0.358, 0.386, 0.220, 0.226, 0.183, 0.201, 0.457, 0.505, -0.971, 0.467, 0.477, -0.944, 0.509, 0.479, -1.000, 0.477, 0.481, -0.970],
  "total_charge": -1,
  "homo_lumo_gap_ev": 6.6,
  "homo_energy_ev": -3.63,
  "e_above_lowest_kcal_mol": 13.6,
  "max_force_ha_per_bohr": 0.07368,
  "energy_ev": -28478.33474
}